# 1
Formula: C39H116N22O15
Source: OMol25
Level of theory: the ωB97M-V functional and the def2-TZVPD basis

Output
**HOMO energy**: -9.14 eV
**Charge**: 0
**Strongest force on any atom**: 8.22 eV/Å
**Relative energy (zero: lowest compared OMol25 entry of this formula, charge and spin)**: 1015.59 kJ/mol

Cartesian coordinates (Å):
O: -1.1501 -7.4865 0.2073
O: -6.6436 2.0925 7.0163
O: -6.6861 -0.0384 -3.3385
O: 9.7759 3.3902 -1.2146
O: -3.3511 6.2171 -3.5499
O: 3.1249 -4.8908 5.8495
O: 5.6552 -2.2872 -5.4068
O: 3.3184 -0.0085 8.6184
O: -0.4544 11.5997 -2.4321
O: -9.1125 3.6872 -0.6231
O: -1.0868 2.6703 0.3815
O: -4.4984 -4.4639 3.5379
O: -6.8132 8.9031 0.1671
O: 7.4301 -4.1031 1.7250
O: 2.2999 4.5446 -2.5222
N: 4.6592 -3.2824 1.3179
N: -0.0502 -0.6489 1.6102
N: 1.9982 5.7026 -0.5613
N: -6.9890 3.7963 5.5408
N: -1.7063 -10.4237 -0.3705
N: -1.8838 9.9307 -2.0133
N: 6.4580 2.7667 -3.0484
N: -6.6303 6.7120 0.5629
N: 2.1735 6.7906 -2.2022
N: -2.2325 4.3389 -4.1178
N: -0.7698 9.7742 -3.7215
N: 2.2173 -6.2816 7.4173
N: -7.2938 -3.7055 -3.8386
N: -6.8272 2.2647 0.2536
N: -7.7618 7.3899 -1.1644
N: 6.9737 -4.2350 -6.4869
N: -2.4533 -3.6228 3.8255
N: -3.5880 5.2439 -5.4889
N: 1.7093 -0.0039 5.8246
N: 1.0077 -5.3747 5.9043
N: -5.0436 3.1124 5.6829
N: -3.3820 -3.1694 2.0128
C: 4.1862 -1.0595 8.4670
C: 11.1332 3.2050 -1.5751
C: -9.2392 3.2477 -1.9321
C: 2.2383 5.5632 -1.8571
C: -1.1670 1.4741 1.2029
C: -9.0727 -2.0526 -3.6043
C: 6.3741 -5.0330 1.5370
C: 6.5118 2.2196 -0.6287
C: -0.9810 10.4953 -2.7392
C: -3.0347 5.3829 -4.3647
C: -1.1897 -8.5615 1.2190
C: -6.6057 -1.4475 -3.1661
C: -5.7403 0.4868 -4.2860
C: 5.1954 -4.3996 -0.7645
C: -0.1904 0.4244 0.6658
C: 3.3393 1.6952 5.2453
C: 3.1007 0.4575 6.1562
C: 2.2020 -5.4861 6.3614
C: -8.1418 1.6716 0.4141
C: -7.0496 7.7435 -0.1303
C: 8.4724 -4.0900 0.8019
C: 4.7871 -1.2257 -5.0328
C: 9.0325 -3.0876 -6.8479
C: 7.7646 -3.1561 -6.0158
C: 6.8849 -1.9021 -5.8913
C: -0.2970 -6.4103 0.4693
C: -3.5694 -3.7701 3.1705
C: 8.7750 2.7233 -2.0019
C: -1.8152 3.8262 0.7632
C: 5.1979 -4.4858 0.7474
C: -9.3505 2.6753 0.3735
C: -0.4595 -0.1245 -0.7149
C: 3.3799 0.9632 7.5761
C: 0.6201 -9.9031 -0.1503
C: -7.6187 -2.2979 -3.9950
C: -0.7157 -9.9610 0.6347
C: -8.1106 0.9754 1.7680
C: 7.1580 3.0012 -1.7844
C: -6.2323 2.8808 6.1193
H: -2.1933 -8.6211 1.6401
H: 3.4045 1.3124 4.2267
H: -1.7537 -2.9613 3.5205
H: -0.4685 -5.5879 -0.2252
H: -6.6428 2.0880 -0.7236
H: -4.9090 3.9192 5.0904
H: 0.0375 10.0395 -4.2675
H: -8.2806 0.9455 -0.3869
H: 5.7612 -3.5306 -1.1005
H: -0.5092 -8.3293 2.0382
H: -6.9566 -1.6604 -2.1563
H: -2.7564 3.4535 1.1673
H: 8.8621 -2.9494 -7.9156
H: 6.1292 -4.2386 -5.9328
H: 4.0192 -1.6613 7.5736
H: -8.2309 2.9696 -2.2389
H: 2.1166 7.5229 -1.5089
H: -7.9897 6.4128 -1.2800
H: -4.4874 5.7029 -5.5075
H: -10.2711 2.0956 0.3057
H: 1.9177 4.7689 -0.1846
H: -2.1700 3.5410 -4.7338
H: 6.9879 3.3457 -3.6841
H: -5.5645 -1.7348 -3.3123
H: -2.5303 9.1974 -2.2671
H: 6.5736 -1.5078 -6.8586
H: 5.5066 3.0830 -2.9264
H: 1.4833 -9.6451 0.4632
H: -7.3185 0.2468 1.9406
H: 5.2245 -0.7307 8.4215
H: -2.4991 -3.9332 4.7855
H: 4.3644 -5.1827 0.8352
H: 0.8921 -4.8394 5.0556
H: -0.7940 0.6019 -1.4555
H: -0.3960 -6.0238 1.4837
H: 0.4267 -0.6214 -1.1096
H: 9.1249 3.0235 -2.9896
H: 6.7366 -5.9515 1.0755
H: -2.0438 10.3143 -1.0928
H: -9.4178 3.2843 1.2750
H: -7.9821 3.7745 5.7233
H: 1.4310 -6.8717 7.6488
H: 7.2250 4.0788 -1.6347
H: 2.1661 6.9759 -3.1951
H: -9.4222 -1.0993 -4.0008
H: 4.2956 2.1917 5.4099
H: 8.7442 -5.0519 0.3672
H: -8.3471 8.1309 -1.5228
H: -2.0359 4.4641 -0.0926
H: -7.5127 -1.9652 -5.0276
H: -0.6232 -10.6893 1.4404
H: 0.7243 -1.2835 1.4774
H: 6.5970 2.5901 0.3928
H: 5.9457 -5.2558 2.5142
H: 0.2077 -5.8756 6.2639
H: 4.3911 1.3703 7.5779
H: 3.7317 -0.3847 5.8722
H: -1.3951 8.9871 -3.8193
H: 11.8068 3.8772 -1.0436
H: -1.6128 4.4163 -3.3241
H: -3.3430 4.4282 -6.0318
H: -1.3518 -0.7470 -0.6500
H: 8.9190 1.6481 -1.8950
H: 2.5748 2.4592 5.3860
H: -6.2863 -3.6958 -3.9087
H: 3.0341 -6.2436 8.0101
H: 0.6629 -9.3016 -1.0584
H: -4.2833 2.7968 6.2680
H: -1.3217 -10.5966 -1.2882
H: 8.3673 -3.2325 0.1373
H: 1.6686 6.5443 -0.1107
H: -2.1841 -9.5355 -0.4241
H: 11.3004 3.3246 -2.6455
H: 4.6693 -3.4206 2.3184
H: -8.9953 0.3416 1.8287
H: 5.2203 -2.4839 1.0578
H: 3.8146 -1.7169 -5.0657
H: -5.9251 0.2489 -5.3336
H: 7.4338 -1.1904 -5.2745
H: 9.4159 -3.9545 1.3306
H: 0.7290 -6.6246 0.1699
H: 8.2925 -3.3653 -5.0854
H: -9.9008 2.3971 -2.0957
H: 4.9706 -1.0557 -3.9719
H: 1.7397 -0.9964 6.0098
H: -5.9271 6.8830 1.2674
H: -6.0802 1.8109 0.7598
H: -9.8461 -2.7677 -3.8848
H: 6.7620 -3.8468 -7.3949
H: -2.1721 1.0535 1.1721
H: 4.6817 -0.3654 -5.6938
H: -1.3727 4.2843 1.6477
H: 5.4284 2.1294 -0.7076
H: -9.4699 4.0763 -2.6017
H: 11.4096 2.1800 -1.3281
H: 4.1649 -4.3257 -1.1121
H: 1.0817 0.2288 6.5810
H: 0.1131 -0.1579 2.4776
H: -3.9695 -3.6406 1.3398
H: 4.0951 -1.7263 9.3244
H: 0.7651 -10.9011 -0.5638
H: -0.9178 1.8142 2.2081
H: -4.7182 0.2098 -4.0275
H: 6.9260 1.2129 -0.6827
H: 0.7614 0.9517 0.7307
H: 5.6288 -5.3065 -1.1862
H: 9.5734 -4.0335 -6.8180
H: -7.0205 5.7903 0.4279
H: 9.7573 -2.3737 -6.4567
H: -6.5877 4.2498 4.7324
H: -9.1124 -2.0311 -2.5152
H: -7.3941 -3.9977 -2.8770
H: 2.7450 1.8320 7.7496
H: -5.6100 1.5678 -4.2359
H: -2.5978 -2.5897 1.7499
H: -8.2057 1.6633 2.6082

Mulliken atomic charge list, values in e, 4 entries:
1. O -0.36
2. O -0.68
3. O -0.20
4. O -0.35


# 2
Formula: C39H20BrCl3GeN8O2Pt
Source: OMol25
Level of theory: the ωB97M-V functional and the def2-TZVPD basis

Output
**HOMO energy (spin up / spin down)**: -9.54 / -11.29 eV
**Charge**: +1
**<S²>**: 0.83
**Strongest force on any atom**: 3.16 eV/Å
**2S+1**: 2
**Relative energy (zero: lowest compared OMol25 entry of this formula, charge and spin)**: 173.12 kJ/mol

Cartesian coordinates (Å):
Pt: -0.5534 0.1045 0.6842
Br: 0.9216 0.7430 -4.8418
Ge: -0.3243 -1.9381 -2.6160
Cl: 1.2811 -2.6140 -3.7660
Cl: -0.5614 -3.4981 -1.2650
Cl: -1.9636 -1.6855 -3.8450
O: 0.3772 -0.1365 -2.0324
O: 2.0180 -0.3401 -0.5129
N: -1.3825 -1.6756 0.9200
N: 0.7891 -0.3798 2.0733
N: -2.0772 0.6766 -0.4619
N: 0.1121 1.9695 0.6644
N: 1.9477 1.7087 2.1858
N: -1.5179 2.9797 -0.7733
N: 0.1649 -2.6427 2.4768
N: -3.3185 -1.3670 -0.4724
C: 5.0433 -0.7638 -3.2351
C: -3.2060 1.7842 -2.1191
C: -4.8146 0.1091 -2.8121
C: 2.5500 0.1221 -4.0845
C: -4.5123 -4.8419 2.1155
C: -3.6977 2.7117 -3.0174
C: -0.3611 5.5911 0.5087
C: 4.2843 -2.3973 4.2944
C: -2.1617 1.8692 -1.0960
C: -5.3227 1.0440 -3.7071
C: -3.4758 -5.2361 2.9623
C: -4.3493 -3.7917 1.2168
C: 2.8737 -0.4098 3.0338
C: -1.0027 -2.5796 1.8609
C: 1.7260 4.8253 2.2707
C: -2.1021 -3.5234 2.0777
C: 2.7278 -0.2305 -2.7439
C: -2.6466 -1.9704 0.4878
C: 2.3492 -1.6986 3.1262
C: -0.0182 4.2688 0.6901
C: -3.0155 -0.1772 -0.9545
C: 1.3911 6.1661 2.0887
C: 3.6050 0.0431 -4.9794
C: -0.5666 3.0271 0.1278
C: 1.8532 0.4069 2.3641
C: 3.0410 -2.7140 3.7531
C: -2.2438 -4.5892 2.9441
C: 1.0690 2.4248 1.5187
C: -3.1329 -3.1386 1.2236
C: 1.6792 -0.2513 -1.6695
C: 4.1109 -0.0918 3.5536
C: 1.0054 3.8938 1.5549
C: 3.9968 -0.6492 -2.3400
C: 0.3659 6.5418 1.2235
C: 4.8435 -0.4177 -4.5617
C: -4.7703 2.3220 -3.8113
C: -3.7483 0.5020 -2.0264
C: 4.8125 -1.1112 4.1928
C: 1.0229 -1.6471 2.5028
H: 3.4518 0.3384 -6.0075
H: -3.6408 -6.0517 3.6532
H: 2.5158 4.5239 2.9452
H: -1.1659 5.8763 -0.1551
H: -5.1919 3.0229 -4.5191
H: 4.1319 -0.8962 -1.2966
H: 2.6328 -3.7132 3.8216
H: -6.1644 0.7780 -4.3323
H: 5.6515 -0.4972 -5.2769
H: 6.0043 -1.1313 -2.9027
H: -3.2701 3.7025 -3.0882
H: 4.8491 -3.1634 4.8084
H: -1.4252 -4.9077 3.5753
H: -5.1376 -3.4976 0.5372
H: 4.5074 0.9113 3.4755
H: 5.7816 -0.9001 4.6241
H: -5.2403 -0.8814 -2.7221
H: 0.1237 7.5899 1.1117
H: -5.4606 -5.3599 2.1638
H: 1.9315 6.9291 2.6323

Mulliken atomic charge list, values in e, 4 entries:
1. Pt 1.11
2. Br -0.13
3. Ge 0.97
4. Cl -0.19


# 3
Formula: C39H20BrN8NiO2
Source: OMol25
Level of theory: the ωB97M-V functional and the def2-TZVPD basis

Output
**HOMO energy (spin up / spin down)**: -3.81 / -3.81 eV
**Charge**: -1
**Strongest force on any atom**: 4.06 eV/Å

Cartesian coordinates (Å):
Br: 4.5441 -0.2749 5.1949
Ni: -0.3671 0.0513 -0.4021
O: -0.7256 1.7942 0.6804
O: -0.9018 3.1757 2.4376
N: -2.3644 -0.4916 -0.6507
N: -2.6682 0.0909 -2.9511
N: 1.9425 0.2127 -0.6538
N: -0.3021 0.2047 -2.4660
N: 2.0310 0.5781 -3.0319
N: -3.0086 -1.5021 1.4505
N: 2.5638 0.1335 1.6506
N: -0.6865 -1.0435 1.3333
C: -6.9047 0.1244 -0.0118
C: -1.3584 -2.2073 3.1636
C: -1.6966 -0.4874 -5.8098
C: 0.6229 -2.0714 4.5839
C: -1.3224 -3.3622 5.2467
C: 0.4138 -0.4454 -7.0066
C: -0.4227 2.2048 1.8650
C: 0.7875 0.2678 -3.2944
C: -0.9735 -0.6337 -6.9839
C: 1.1389 0.2183 1.9048
C: 0.2967 -0.9631 2.2425
C: 6.2249 1.9782 -0.3880
C: 0.6675 1.4212 2.6188
C: 3.1999 0.3414 3.9703
C: -6.7977 0.6554 -1.3068
C: -4.5874 -0.3917 -0.0274
C: -3.0862 -0.0023 -1.6865
C: -0.0476 -1.7305 3.4063
C: 4.7973 1.7635 -2.3337
C: 1.1302 1.7696 3.8371
C: -1.9991 -3.0255 4.0901
C: -1.4058 0.0150 -3.2699
C: 2.8782 0.3483 0.3398
C: 5.3016 1.3449 0.4221
C: 0.3807 0.0098 -4.6803
C: 5.9788 2.1857 -1.7548
C: -0.0223 -2.8888 5.4916
C: -0.9933 -0.1567 -4.6621
C: 2.5213 0.6540 -1.7916
C: -1.7622 -1.6769 1.8782
C: 3.4600 -0.0354 2.6587
C: 2.2113 1.1442 4.5217
C: -3.2490 -0.8112 0.3517
C: -5.5841 0.6686 -1.9722
C: -5.8049 -0.4017 0.6426
C: -4.4824 0.1366 -1.3127
C: 3.8654 1.1222 -1.5259
C: 1.1095 -0.1192 -5.8519
C: 4.1039 0.9139 -0.1596
H: -1.7959 -4.0081 5.9761
H: -5.4825 1.0906 -2.9639
H: 6.7205 2.6979 -2.3550
H: 4.4083 -0.4764 2.3948
H: 4.5821 1.9390 -3.3800
H: -2.7692 -0.6291 -5.7809
H: 2.1819 0.0271 -5.8529
H: -5.8808 -0.7962 1.6476
H: 2.3154 1.3709 5.5743
H: 0.4819 -3.1726 6.4070
H: -3.0005 -3.3893 3.8973
H: 0.6232 2.5865 4.3397
H: 0.7576 0.3991 0.9419
H: -1.4856 -0.9052 -7.8987
H: 1.6268 -1.7162 4.7800
H: 0.9491 -0.5624 -7.9408
H: 5.5089 1.2060 1.4741
H: -7.8670 0.1372 0.4854
H: 7.1558 2.3268 0.0415
H: -7.6775 1.0683 -1.7847

Mulliken atomic charge list, values in e, 4 entries:
1. Br -0.22
2. Ni 0.20
3. O -0.43
4. O -0.81


# 4
Formula: C39H24Cl5NPRu
Source: OMol25
Level of theory: the ωB97M-V functional and the def2-TZVPD basis

Output
**HOMO energy (spin up / spin down)**: -10.01 / -10.00 eV
**Charge**: +1
**Strongest force on any atom**: 1.10 eV/Å

Cartesian coordinates (Å):
Ru: 1.2607 -1.3238 -0.1220
Cl: 3.1764 -6.5227 1.5021
Cl: 4.5291 -6.8492 -1.2873
Cl: 1.6335 -3.9114 2.2111
Cl: 4.3631 -4.5275 -3.3790
Cl: 2.8255 -1.8658 -2.6243
P: -0.9328 1.3192 -0.5944
N: -0.4333 0.2626 0.6342
C: 2.4149 3.5723 -0.3357
C: -2.8713 2.3631 1.0376
C: -0.5282 -2.0565 0.2701
C: 0.4133 -0.1133 -4.1103
C: 3.6021 -4.3782 -1.8439
C: 3.8305 -0.4970 3.0060
C: 1.9309 4.8453 -0.6100
C: 1.5473 2.4948 -0.3177
C: -0.5555 -1.0467 -4.4534
C: 2.9032 -3.2310 -1.4963
C: 0.1872 2.6966 -0.5702
C: 1.9359 -0.6533 1.5003
C: 3.6759 -5.4092 -0.9053
C: -3.0047 -2.2914 1.5579
C: -3.5225 1.9826 -1.2791
C: 0.5832 5.0479 -0.8660
C: -2.4101 -1.0466 1.4996
C: 3.2783 -0.9901 1.8734
C: 1.2096 0.2972 2.3368
C: 0.0043 0.8061 1.8802
C: 3.0647 -5.2565 0.3415
C: 3.0785 0.3690 3.8841
C: 2.2640 -3.0459 -0.2902
C: -2.3881 -3.4059 0.9617
C: -1.8118 -0.5353 -2.4624
C: -4.1422 2.8889 1.2540
C: -1.1506 -3.3121 0.3541
C: -1.2185 -0.9868 0.7818
C: -5.0930 2.9443 0.2455
C: -0.8460 0.4210 -2.1230
C: 2.3697 -4.0820 0.6353
C: -0.8034 1.8015 2.5550
C: -4.7866 2.4964 -1.0280
C: -2.5754 1.8982 -0.2599
C: 1.8228 0.7448 3.5701
C: -1.6594 -1.2629 -3.6305
C: 0.2723 0.6185 -2.9445
C: -0.2950 3.9747 -0.8451
C: -1.9610 2.4047 2.2142
H: 1.9243 1.5024 -0.1016
H: -0.4278 2.1108 3.5201
H: 4.8395 -0.7816 3.2747
H: 1.2735 0.0410 -4.7465
H: -2.8486 -0.1843 1.9796
H: 3.8402 -1.6844 1.2634
H: -6.0723 3.3511 0.4574
H: -3.2640 1.6604 -2.2785
H: -3.9436 -2.4133 2.0802
H: 3.5286 0.7269 4.7995
H: -0.6632 -4.2042 -0.0180
H: -5.5176 2.5557 -1.8216
H: -4.3889 3.2606 2.2401
H: 1.0077 1.3684 -2.6816
H: -2.3419 3.0664 2.9841
H: 1.2975 1.4108 4.2371
H: 2.6115 5.6863 -0.6229
H: -2.8725 -4.3714 1.0263
H: -2.6540 -0.7225 -1.8081
H: -0.4491 -1.6187 -5.3651
H: -1.3487 4.1361 -1.0336
H: 3.4663 3.4191 -0.1351
H: -2.3976 -2.0050 -3.9003
H: 0.2132 6.0410 -1.0778

Mulliken atomic charge list, values in e, 4 entries:
1. Ru -0.15
2. Cl -0.18
3. Cl -0.16
4. Cl -0.12